1.
Here is a structure of composition C14H25BCdN6Si from the OMol25 dataset. Energies are from wB97M-V/def2-TZVPD.

The geometry in XYZ format:
```
48
Properties=species:S:1:pos:R:3:forces:R:3:mulliken_charge:R:1
H 2.758894 -1.457637 -0.515969 -0.05 0.46 -0.44 0.389
N 1.656820 0.208471 -1.207424 0.99 -0.16 -0.64 -0.321
B 0.758411 2.211947 -2.543027 0.42 0.02 0.83 0.304
N 1.784529 1.060474 -2.278714 0.18 -0.76 0.63 0.186
C 2.867234 0.702226 -2.990256 0.27 -0.13 -0.04 -0.149
Cd -0.182556 -0.224391 0.056757 0.85 -0.40 -0.29 0.841
H 3.154956 1.247823 -3.887321 -0.17 -0.14 0.34 0.422
C 3.473654 -0.396794 -2.388467 -0.54 0.33 0.20 -1.013
H 4.353203 -0.924368 -2.688026 0.22 -0.05 -0.18 0.396
C 2.667364 -0.669243 -1.273783 -0.25 0.44 -0.17 -0.084
H 1.020277 2.801424 -3.547005 -0.02 -0.04 -0.17 -0.122
C -1.428951 0.983032 2.049394 0.04 0.09 -0.74 -1.175
H -1.839942 0.523550 2.948356 0.37 0.64 0.30 0.349
H -2.163757 0.685011 1.278453 0.66 -0.12 -0.05 0.244
H -1.352435 2.067322 1.930086 -0.33 -0.14 0.80 0.339
N 0.815125 3.182108 -1.321221 -0.23 -0.49 1.45 -0.047
N -0.629731 1.530790 -2.631715 -1.24 -0.71 0.65 0.036
N 0.608400 2.620601 -0.070769 -0.24 0.32 -0.46 -0.151
N -1.088290 0.725817 -1.619873 -1.52 0.30 -1.54 -0.361
C 1.019434 4.514360 -1.180732 -0.23 -0.40 1.00 -0.249
C -1.557120 1.559213 -3.609158 -0.34 -0.47 0.63 -0.095
H 1.206692 5.153886 -2.014147 0.06 0.12 -0.39 0.468
H -1.403209 2.152684 -4.487910 0.08 0.10 -0.18 0.456
C 0.929561 4.836819 0.172481 -0.04 -0.13 -0.13 -1.014
C -2.639806 0.750487 -3.245683 0.28 0.13 0.08 -1.025
C 0.661020 3.606412 0.815804 0.21 0.35 -1.14 -0.183
C -2.293437 0.235539 -1.988949 1.00 1.04 -0.55 -0.080
H 1.030602 5.806759 0.654052 0.00 -0.29 -0.34 0.357
H -3.554586 0.559354 -3.791425 0.27 0.10 0.00 0.383
H 0.491591 3.413600 1.863190 0.11 -0.02 0.02 0.550
H -2.824481 -0.452062 -1.340023 0.09 0.15 -0.13 0.376
H -0.368022 0.633536 1.904310 -1.01 0.16 0.53 0.167
C 0.691994 -2.085764 3.315912 0.26 0.12 0.25 -1.048
Si -0.476507 -2.963766 2.153476 0.08 -0.20 -0.52 0.280
C 0.001540 -4.780017 2.180682 -0.03 -0.32 0.14 -1.046
C -2.194640 -2.758325 2.867965 -0.36 -0.04 0.16 -0.931
C -0.435342 -2.338043 0.402070 -0.32 0.14 0.13 -1.043
H 0.762050 -2.646873 4.256242 -0.02 0.05 -0.11 0.353
H 0.347261 -1.080530 3.579591 0.08 -0.03 -0.09 0.319
H 1.707862 -2.014178 2.912520 -0.08 0.05 0.02 0.323
H 0.002343 -5.198999 3.194592 -0.01 0.08 -0.09 0.290
H -0.693135 -5.383610 1.583536 0.10 0.11 0.03 0.292
H 1.007338 -4.933330 1.768881 -0.15 0.08 0.02 0.280
H -2.485055 -1.709738 2.990392 0.08 -0.05 -0.10 0.203
H -2.952711 -3.231378 2.234132 0.07 0.01 0.06 0.311
H -2.267253 -3.211300 3.865373 0.05 0.00 -0.17 0.307
H 0.400455 -2.677547 -0.211007 0.14 -0.36 0.17 0.477
H -1.347645 -2.635351 -0.145644 0.21 0.09 0.24 0.438
```
Forces are in eV/Å.

HOMO level in eV: -8.534
LUMO in eV: 0.7
Kohn-Sham gap in Ha: 0.3385

***

2.
Here is a structure of composition C14H25Cl3ORu from the OMol25 dataset. Energies are from wB97M-V/def2-TZVPD.

The geometry in XYZ format:
```
44
Properties=species:S:1:pos:R:3:forces:R:3:mulliken_charge:R:1
C 1.253023 1.428819 -0.929098 -1.62 0.20 -0.17 1.259
C 0.319573 2.128171 -0.007386 -0.05 0.28 -1.68 0.419
C -0.956886 2.175117 -0.723343 1.03 -0.84 -0.09 1.247
C 0.729959 3.172170 0.973470 0.17 0.35 0.18 -2.020
C -0.856526 1.379153 -1.879475 0.76 1.26 0.95 0.390
C 0.505921 0.925411 -1.995738 0.40 0.69 0.77 1.067
C 1.049665 0.153958 -3.125937 0.35 -0.23 -0.74 -1.760
C 2.721716 1.432261 -0.815256 0.61 -0.29 0.14 -1.825
C -2.113099 3.027687 -0.356196 -0.33 -0.15 0.08 -1.843
C -1.934049 1.165379 -2.872742 -0.29 -0.10 -0.02 -1.987
Ru -0.046648 0.167297 0.930976 3.26 -3.63 -4.44 0.376
Cl -1.720763 0.606502 2.040271 -4.95 1.35 3.44 -0.619
Cl 1.887607 0.428743 2.121945 1.12 0.24 1.14 -0.479
Cl -1.064763 -1.303122 -0.828546 -0.79 0.13 -0.43 -0.581
H 1.770866 3.006269 1.269437 -0.26 0.11 0.09 0.329
H 0.104671 3.108188 1.879116 0.24 0.28 -0.21 0.370
H 0.657001 4.180716 0.527461 -0.05 -0.14 0.21 0.316
H -2.135347 3.233384 0.721825 -0.10 -0.06 -0.23 0.334
H -3.042497 2.518766 -0.653457 0.03 0.28 0.22 0.373
H -2.065179 3.989166 -0.896340 -0.07 -0.12 0.16 0.312
H -2.886920 1.003906 -2.348013 0.13 -0.05 -0.27 0.419
H -1.712016 0.297029 -3.497121 -0.16 0.03 0.11 0.339
H -2.048141 2.034718 -3.539492 -0.02 -0.08 0.10 0.312
H 0.254146 -0.398424 -3.652789 0.40 0.05 0.20 0.236
H 1.869087 -0.541152 -2.865441 -0.38 -0.20 0.20 0.428
H 1.500152 0.857129 -3.845697 -0.13 -0.02 -0.13 0.273
H 3.017911 1.672281 0.211726 0.12 -0.08 -0.34 0.364
H 3.124258 2.205384 -1.489360 0.11 -0.17 0.06 0.284
H 3.144448 0.449316 -1.083777 -0.04 0.30 0.02 0.390
O 2.829975 -2.516801 -2.157337 -1.30 0.15 0.65 -1.183
H 1.949018 -2.502944 -1.680542 1.44 -0.04 -0.77 0.185
C -1.674785 -3.363692 1.756216 0.05 0.09 0.25 -1.538
C -0.565491 -2.601503 2.497433 -0.62 0.56 0.04 1.265
C 0.101595 -3.481379 3.564367 -0.06 0.23 -0.47 -1.550
C 0.387921 -2.030658 1.445844 0.37 0.05 -0.43 -1.302
H -1.201198 -4.240542 1.287064 -0.34 0.12 -0.01 0.341
H -2.079325 -2.710776 0.971302 0.01 -0.37 0.21 0.327
H -2.489280 -3.691643 2.425877 0.25 0.02 -0.13 0.407
H -1.035184 -1.748739 3.012951 0.10 -0.34 0.08 0.128
H 0.419413 -4.419483 3.080909 0.06 0.16 0.37 0.328
H 0.972107 -2.945685 3.958339 -0.06 -0.27 0.10 0.409
H -0.613026 -3.692235 4.380825 0.31 -0.06 -0.26 0.354
H 1.447203 -2.030135 1.719904 -0.32 -0.01 0.05 0.652
H 0.223887 -2.528006 0.465825 0.61 0.31 1.00 0.455
```
Forces are in eV/Å.

HOMO level (alpha / beta) in eV: 0.087 / 0.086
Charge: -2
LUMO (alpha / beta) in eV: 5.2 / 4.8
Kohn-Sham gap (alpha / beta) in Ha: 0.1861 / 0.1747
Multiplicity: 5
Energy above the lowest of the compared OMol25 structures with the same formula, charge and spin in kcal per mole: 24.1

***

3.
Here is a structure of composition C14H25ClO3P2V from the OMol25 dataset. Energies are from wB97M-V/def2-TZVPD.

The geometry in XYZ format:
```
46
Properties=species:S:1:pos:R:3:forces:R:3:mulliken_charge:R:1
V -0.333218 -0.225240 -0.878487 -1.63 1.19 -0.23 -0.508
H 2.968625 -1.021104 -2.297751 -0.12 -0.33 0.08 -0.048
H 2.459450 -1.526422 -2.070993 0.29 0.30 -0.16 -0.010
P 0.793580 1.888123 -1.634637 -1.31 -0.51 3.06 1.305
P -0.602829 -2.462245 -1.537789 -0.66 0.20 0.58 1.310
C -0.565446 -3.438250 0.007876 -0.06 -0.40 -0.09 -1.286
H -0.950185 -4.449738 -0.169916 0.07 0.06 0.15 0.464
H 0.469029 -3.496420 0.369855 -0.22 -0.05 -0.08 0.332
H -1.172070 -2.940428 0.775727 0.14 0.00 -0.29 0.188
C -2.389844 -2.334030 -1.917274 -0.19 -0.48 -0.23 -1.348
H -2.516865 -1.926051 -2.930316 -0.01 -0.14 0.25 0.331
H -2.837368 -3.334869 -1.866850 -0.20 0.22 -0.09 0.425
H -2.882428 -1.665670 -1.193165 0.23 -0.29 -0.16 0.334
C 0.061271 -3.584003 -2.794817 0.04 -0.17 -0.24 -1.262
H 1.111047 -3.808965 -2.574362 -0.19 0.04 -0.06 0.356
H -0.511754 -4.520060 -2.816118 0.14 0.15 0.00 0.393
H 0.004888 -3.103946 -3.779041 0.05 -0.10 0.21 0.353
C -0.725419 2.846383 -1.884298 -0.02 0.58 -0.20 -1.285
H -0.494365 3.920953 -1.878166 -0.16 -0.13 -0.18 0.410
H -1.178926 2.572493 -2.846367 0.13 0.12 0.15 0.348
H -1.446100 2.633016 -1.073414 0.48 -0.01 -0.26 0.341
C 1.523867 2.406705 -0.050976 0.55 1.41 -0.02 -1.194
H 2.402403 1.794798 0.191915 -0.22 0.11 -0.19 0.325
H 1.826115 3.462981 -0.084819 0.21 -0.03 0.23 0.445
H 0.794471 2.288774 0.762241 0.02 -0.07 -0.44 0.138
C 1.956784 2.305847 -2.951275 0.07 -0.11 -0.15 -1.185
H 1.570342 1.930782 -3.906112 0.08 0.06 0.18 0.362
H 2.092060 3.392699 -3.018981 -0.04 -0.24 0.08 0.385
H 2.924790 1.829970 -2.754994 -0.19 0.09 -0.04 0.341
C 1.130889 -0.680430 0.161334 4.25 -0.87 2.60 0.329
O 2.082799 -0.982031 0.783233 -2.23 0.62 -1.33 -0.475
H 0.587929 0.287140 -2.111171 0.14 -1.36 -2.29 0.192
Cl 1.657533 1.016672 6.200882 0.26 0.03 0.39 -0.227
C 0.482770 0.944344 4.951909 -0.96 -0.17 -1.01 0.299
C 0.028780 -0.305683 4.493638 -0.16 0.72 -0.04 -0.571
C -0.845038 -0.357079 3.403805 0.60 0.24 0.33 -0.265
C -1.200318 0.817157 2.743204 -0.23 0.21 -0.11 0.368
C -0.871687 2.065088 3.288304 0.37 -0.42 0.17 -0.402
C -0.011656 2.131084 4.387393 -0.07 -0.24 0.00 -0.503
C -1.765291 0.735859 1.334490 -0.20 0.30 -0.20 0.345
O -2.001734 1.805187 0.723756 0.10 -1.16 0.47 -0.743
O -1.843701 -0.461658 0.851740 0.50 1.02 -0.85 -0.715
H 0.380252 -1.213058 4.964121 0.00 0.01 0.06 0.405
H -1.204741 -1.310459 3.027401 0.20 0.19 -0.04 0.381
H -1.256398 2.971949 2.820521 0.22 -0.29 0.02 0.432
H 0.297685 3.099813 4.778758 -0.03 -0.30 -0.01 0.388
```
Forces are in eV/Å.

HOMO level (alpha / beta) in eV: -6.287 / -6.189
LUMO (alpha / beta) in eV: 0.3 / 0.1
Kohn-Sham gap (alpha / beta) in Ha: 0.2411 / 0.2325
Multiplicity: 4
Energy above the lowest of the compared OMol25 structures with the same formula, charge and spin in kcal per mole: 0.0

***

4.
Here is a cluster of 3 separate species, C14H25FNO8S in total from the OMol25 dataset. Energies are from wB97M-V/def2-TZVPD.

The geometry in XYZ format:
```
50
Properties=species:S:1:pos:R:3:forces:R:3:mulliken_charge:R:1
O 3.454452 3.976294 0.278864 -0.22 -0.23 -0.26 -0.447
C 3.007957 3.388365 -0.656439 0.30 0.06 0.19 0.347
O 3.746699 2.671425 -1.514986 -0.18 0.28 0.18 -0.416
C 1.503710 3.316745 -0.861094 0.05 -0.11 -0.20 0.164
C 0.891117 2.066479 -0.880146 0.21 0.14 0.02 -0.228
C -0.473511 1.988229 -0.990626 -0.05 -0.47 0.17 -1.027
N -1.200444 3.108927 -1.072914 -0.07 0.04 -0.01 0.119
C -0.652906 4.333457 -1.079767 0.04 0.01 0.05 -0.240
C 0.710431 4.459386 -0.979695 0.04 0.00 0.05 0.235
S 1.450951 6.083573 -1.018318 0.48 -0.14 0.23 1.194
O 1.420228 6.650974 0.270739 -0.20 0.03 -0.09 -0.480
O 2.611646 5.999491 -1.819495 -0.20 0.03 -0.12 -0.498
F 0.325789 6.754356 -1.867531 0.00 0.14 -0.04 -0.211
H 3.253467 2.460003 -2.318457 0.07 -0.09 -0.06 0.384
H 1.473689 1.158025 -0.794565 0.00 -0.05 0.07 0.479
H -0.995130 1.037348 -0.990145 -0.23 0.05 0.01 0.737
H -2.209318 3.024239 -1.133618 -0.03 0.01 -0.03 0.321
H -1.314036 5.180990 -1.169064 -0.11 -0.01 -0.01 0.517
C 3.689533 -1.011735 0.150381 -0.01 0.11 0.02 -0.831
O 2.369026 -1.221594 0.630759 0.02 0.06 -0.17 -0.373
C 1.717144 -2.320810 0.003110 -0.14 0.12 0.10 -0.107
C 1.737014 -3.563115 0.865965 0.08 -0.19 -0.05 -0.678
O 3.050301 -4.052139 1.040749 0.04 0.14 -0.01 -0.388
C 3.625434 -3.726074 2.296373 -0.01 -0.06 0.01 -0.677
H 4.183330 -0.317856 0.828456 -0.04 0.02 0.02 0.281
H 4.266434 -1.936365 0.110096 -0.05 -0.04 0.01 0.388
H 3.663923 -0.566728 -0.852747 0.07 -0.05 -0.03 0.329
H 2.174822 -2.532740 -0.968041 0.02 -0.02 0.00 0.392
H 0.673652 -2.029114 -0.168441 0.00 -0.02 -0.01 0.068
H 1.158196 -4.344409 0.363209 -0.03 0.02 0.01 0.400
H 1.264332 -3.360762 1.832541 -0.01 0.04 0.00 0.347
H 3.183207 -4.332621 3.092413 -0.01 0.03 0.02 0.329
H 3.498495 -2.667812 2.536716 -0.01 0.00 0.00 0.275
H 4.687892 -3.951218 2.234508 -0.01 -0.03 -0.02 0.251
C -5.806440 -1.469198 0.680072 -0.05 -0.06 -0.01 -0.645
O -4.931824 -2.573419 0.531380 0.10 0.13 0.04 -0.369
C -4.217009 -2.584085 -0.689112 -0.10 -0.15 0.11 -0.754
C -2.790508 -2.119793 -0.503650 0.05 0.08 -0.21 -0.388
O -2.717769 -0.745847 -0.118597 0.18 0.15 0.04 -0.217
C -2.513047 -0.575993 1.278239 0.00 0.03 0.00 -0.815
H -6.129198 -1.447444 1.718854 -0.01 -0.03 0.00 0.245
H -5.309612 -0.524661 0.441601 0.00 0.01 0.00 0.229
H -6.687443 -1.583684 0.041187 0.01 0.04 -0.02 0.331
H -4.723077 -1.971244 -1.441783 0.02 0.02 -0.01 0.371
H -4.198684 -3.615790 -1.051532 0.01 0.01 -0.04 0.377
H -2.257667 -2.221210 -1.453819 0.00 -0.02 0.01 0.374
H -2.285195 -2.745208 0.237436 -0.01 0.00 0.03 0.351
H -1.481376 -0.822061 1.554211 -0.02 -0.04 0.02 0.254
H -3.196602 -1.194886 1.860218 0.00 0.00 0.00 0.450
H -2.702075 0.471311 1.516506 0.00 0.00 -0.01 0.250
```
Forces are in eV/Å.

HOMO level in eV: -11.612
Charge: +1
LUMO in eV: -5.5
Kohn-Sham gap in Ha: 0.2242

***

5.
Here is a structure of composition C14H25FeI2OP2 from the OMol25 dataset. Energies are from wB97M-V/def2-TZVPD.

The geometry in XYZ format:
```
45
Properties=species:S:1:pos:R:3:forces:R:3:mulliken_charge:R:1
I 0.275586 -0.833080 -5.215912 -0.05 -0.97 -0.89 -0.137
I 0.194466 1.501190 -3.416281 -0.10 0.20 1.24 0.052
Fe 0.218226 0.107055 -0.944401 0.42 -1.58 -0.73 -0.372
P -1.987695 -0.152906 -1.154952 -2.76 -0.09 -0.38 0.912
C -3.005174 1.343131 -0.869181 0.33 0.00 0.09 -1.189
C -2.530209 -0.718552 -2.800887 0.34 -0.02 -0.08 -1.053
H -3.612878 -0.890626 -2.877135 0.31 0.02 0.29 0.426
H -3.764213 -1.479597 -0.104672 0.31 0.06 -0.01 0.445
H -1.969012 -1.624737 -3.054474 -0.26 0.08 -0.06 0.365
H -2.198294 -2.345207 -0.235328 -0.20 0.02 0.10 0.397
H -2.702435 2.134304 -1.564627 -0.11 -0.15 0.08 0.370
H -2.230928 0.052526 -3.519515 -0.23 -0.24 0.10 0.324
C -2.675111 -1.387060 -0.000983 0.29 -0.10 -0.01 -1.239
H -4.070632 1.112477 -1.009094 0.33 0.03 0.04 0.452
H -2.417560 -1.121708 1.029854 -0.19 -0.06 -0.14 0.340
H -2.834494 1.703563 0.151232 -0.21 0.00 -0.20 0.310
P 2.463034 -0.126370 -1.263482 3.01 -0.02 -0.54 0.786
C 3.330062 1.449104 -0.863118 -0.38 -0.20 0.03 -1.224
C 3.345410 -1.372805 -0.243758 -0.58 0.07 0.08 -1.279
H 2.522917 -1.469829 -3.231868 0.29 0.23 -0.15 0.341
H 4.135816 -0.660676 -3.065772 -0.39 0.04 0.45 0.423
H 2.688476 0.270694 -3.573296 0.29 -0.42 -0.10 0.291
C 3.047093 -0.550450 -2.940588 -0.52 0.18 -0.08 -0.967
H 2.909521 -2.356335 -0.473297 0.29 0.17 0.15 0.403
H 4.423094 -1.367462 -0.481703 -0.53 0.05 0.13 0.460
H 4.425977 1.336462 -0.914661 -0.49 -0.01 0.00 0.457
H 3.029026 1.767262 0.146711 0.24 0.02 -0.26 0.323
H 3.171780 -1.139718 0.814742 0.35 -0.26 -0.19 0.412
H 2.989053 2.203723 -1.585229 0.21 -0.09 0.20 0.359
C 0.237230 1.914651 -0.641078 -0.46 8.30 0.28 0.287
O 0.165545 3.091295 -0.633495 0.37 -4.96 0.69 -0.312
C 0.452123 -0.458356 1.010824 -0.24 -0.64 0.53 -1.764
C -0.297887 -0.197213 2.294687 0.49 0.35 -1.97 0.765
C 0.011464 -0.982568 3.408778 -0.05 -0.79 2.07 -0.432
C -0.484539 -0.681851 4.663266 1.03 -0.91 -0.68 -0.654
C -1.366547 0.385570 4.819921 -0.32 -0.05 0.82 -0.376
C -1.744620 1.142766 3.712080 0.07 0.89 -2.29 -0.769
C -1.168780 0.882598 2.468226 -1.06 1.33 1.16 0.448
H 1.463864 -0.062323 1.230375 -0.23 -0.12 -0.09 0.651
H 0.541781 -1.554366 0.854006 0.24 0.41 0.38 0.708
H 0.706176 -1.792065 3.287823 0.16 -0.32 0.02 0.511
H -0.159241 -1.240471 5.531676 -0.06 -0.08 -0.09 0.455
H -1.750282 0.640796 5.804380 0.04 -0.06 -0.11 0.450
H -2.440892 1.976145 3.816408 0.22 -0.24 0.04 0.473
H -1.336294 1.550999 1.633800 -0.20 -0.06 0.07 0.373
```
Forces are in eV/Å.

HOMO level (alpha / beta) in eV: -13.089 / -14.024
Charge: +2
LUMO (alpha / beta) in eV: -8.5 / -11.0
Kohn-Sham gap (alpha / beta) in Ha: 0.1673 / 0.1121
Multiplicity: 6
Energy above the lowest of the compared OMol25 structures with the same formula, charge and spin in kcal per mole: 8.1

***

Here are the calculated total energy numbers, same order: -1359.143882 -2099.057614 -2860.963728 -1702.829489 -3164.808909 (hartree).